Computed, not measured: a structure of composition C25H44Cl4MgN3O6Si, with the ωB97M-V functional and the def2-TZVPD basis.

Properties
HOMO in Ha: -0.175
Energy relative to the best compared isomer or geometry (same formula, charge and spin) in kcal/mol: 22.3
LUMO energy in eV: 2.1211
Total charge: -1
Orbital gap in eV: 6.882

```
84
Properties=species:S:1:pos:R:3:forces:R:3:mulliken_charge:R:1
C 3.155 -2.530 -5.807 -0.0061 -0.0522 0.2258 -1.714
C 2.611 -1.773 -6.972 -0.2105 -0.2317 -1.1039 0.555
H 2.720 -3.539 -5.767 0.1704 0.2562 0.1236 0.411
H 2.901 -2.030 -4.870 0.1107 -0.2067 -0.1224 0.196
H 4.250 -2.642 -5.872 -0.2734 0.0346 -0.0234 0.394
C 2.732 -2.245 -8.226 -0.0766 0.6543 0.4588 -0.088
C 3.377 -3.539 -8.584 0.2334 -0.5089 -0.2415 -1.453
H 2.398 -1.664 -9.083 -0.0320 -0.0058 0.2847 0.388
H 3.013 -4.384 -7.981 0.1240 0.2486 -0.0509 0.300
H 4.472 -3.501 -8.474 -0.1860 -0.0544 0.0493 0.306
H 3.167 -3.768 -9.637 0.1026 -0.0640 0.2068 0.375
Mg 0.385 0.794 -1.815 1.0269 -1.6904 0.4357 2.238
Cl 1.978 1.119 -3.497 0.0883 0.3225 0.1562 -0.729
C -0.200 3.525 -2.346 -0.2114 -1.8218 -0.1725 0.076
O -0.700 2.361 -2.278 0.2317 2.3535 0.1998 -0.828
N -0.896 4.545 -2.835 -0.2149 -0.2790 0.1386 0.276
C -2.300 4.354 -3.173 0.0515 -0.0866 -0.2896 -0.847
C -0.230 5.738 -3.317 0.1103 -0.0637 0.0484 -0.896
H 0.832 3.718 -2.004 -0.3609 -0.0444 -0.2073 0.300
H -2.823 3.839 -2.359 0.2047 0.1066 -0.2346 0.226
H -2.410 3.767 -4.099 -0.0186 0.1866 0.3120 0.230
H -2.714 5.354 -3.320 -0.1822 -0.1959 0.0009 0.381
H 0.658 5.913 -2.701 -0.1535 0.1179 -0.1893 0.337
H -0.939 6.565 -3.232 0.3268 0.0758 0.0133 0.291
H 0.072 5.619 -4.370 -0.0943 0.0960 0.2926 0.288
H -2.881 2.064 2.187 0.0619 -0.0928 -0.1610 0.317
H -1.173 1.094 3.868 0.0652 -0.1939 -0.1808 0.302
C -2.869 1.082 1.696 0.0015 0.1122 0.1592 -0.913
C -1.211 0.158 3.294 -0.0421 0.0337 -0.3210 -0.861
N -1.584 0.435 1.909 -0.4505 -0.0060 0.0549 0.262
H -3.030 1.197 0.622 -0.0023 -0.0317 0.2344 0.197
C -0.801 0.137 0.867 0.3449 0.4406 -1.3535 0.220
O -1.071 0.428 -0.326 0.0182 -0.4400 1.7923 -1.166
H -0.227 -0.315 3.310 -0.1649 0.0513 0.0526 0.232
H 0.154 -0.335 1.143 -0.2209 0.0433 -0.1905 0.334
H -3.672 0.488 2.151 0.1273 -0.0055 -0.1864 0.327
H -1.954 -0.500 3.765 0.1796 0.0654 -0.1422 0.316
H -0.495 -5.229 -0.994 0.0304 0.1284 -0.1056 0.373
H 0.159 -3.201 -4.302 -0.5683 -0.3863 0.0414 0.072
C -1.196 -4.655 -1.622 -0.0433 -0.2046 0.2917 -1.178
C -0.616 -3.827 -3.828 -0.3976 0.5607 -0.1847 -1.007
N -0.562 -3.620 -2.394 -0.5842 0.5322 -0.3457 0.595
H -1.998 -4.267 -0.970 0.2159 -0.0580 -0.0959 0.261
C 0.446 -2.811 -1.837 0.0675 0.7132 0.9427 -0.866
O 0.510 -1.550 -1.956 -0.0960 -1.0316 -0.1167 -0.900
H -1.614 -3.550 -4.199 0.0908 -0.0570 -0.1227 0.378
H 0.861 -3.242 -0.904 -0.2711 0.0066 -0.2740 0.479
H -1.672 -5.368 -2.316 0.2220 0.2528 0.2911 0.380
H -0.438 -4.891 -4.054 0.1610 0.3783 -0.0885 0.489
O 0.918 -0.720 -5.644 -1.1691 -0.2193 -0.5442 -0.076
C 1.922 -0.459 -6.643 0.0060 -0.0446 0.3320 0.104
C 0.525 -0.211 -8.787 0.0178 0.3884 -0.0321 -0.088
C 1.445 0.318 -7.870 0.1747 -0.0717 0.2685 0.115
H 0.190 -1.247 -8.670 0.0042 0.5651 -0.0002 0.610
C 0.048 0.590 -9.835 0.1677 -0.3122 0.2582 -0.828
H 2.676 0.149 -6.116 -0.1690 0.1067 -0.1588 0.281
C 1.970 1.599 -8.074 -0.2102 -0.2097 -0.1799 -0.259
H -0.708 0.182 -10.512 0.2599 0.1958 0.1746 0.364
C 0.539 1.884 -10.008 0.0827 -0.0391 0.2117 -0.467
C 1.528 2.374 -9.147 0.0105 -0.0587 0.0800 -0.624
H 2.721 1.968 -7.365 -0.3506 -0.0366 -0.3160 0.343
H 0.144 2.513 -10.803 0.1458 -0.1257 0.0910 0.374
H 1.952 3.368 -9.297 -0.1901 -0.2092 0.0002 0.377
Si -0.631 -0.082 -5.418 0.7884 0.7288 -1.1756 0.740
Cl 2.077 -3.772 -3.054 1.3291 -0.3583 0.5081 -0.547
C -1.804 -0.677 -6.776 -0.1909 -0.1304 -0.0736 -1.472
C -0.561 1.788 -5.685 0.0504 0.2067 0.0758 -0.368
C -1.520 -0.523 -3.837 0.6288 -0.3809 0.0061 0.580
H -1.782 -0.026 -7.662 0.0125 -0.2749 0.2649 0.348
H -2.822 -0.656 -6.359 0.1638 -0.0560 -0.1823 0.498
H -1.573 -1.709 -7.076 -0.1554 0.1635 -0.0053 0.241
H -2.429 -1.063 -4.117 0.0502 0.1120 0.1856 0.571
H -1.784 0.350 -3.230 -0.0374 -0.0542 -0.1525 0.243
H -0.872 -1.192 -3.249 -0.4529 0.2387 -0.0360 -0.959
H -0.363 2.044 -6.739 -0.1211 -0.1202 0.3134 0.240
H 0.236 2.221 -5.063 -0.2453 -0.0734 -0.1777 0.149
H -1.523 2.235 -5.396 0.1117 -0.0704 -0.0779 -0.103
Cl 2.277 0.997 2.747 0.2354 0.0476 0.0574 -0.191
C 3.079 1.928 1.436 -0.0623 0.2181 -0.0891 -0.050
Cl 4.571 1.144 0.880 -0.1650 0.0689 0.2260 -0.165
C 2.082 2.076 0.264 -0.1359 0.2775 -0.4641 0.315
O 1.790 3.251 -0.024 0.0193 -0.6890 0.1229 -0.701
O 1.690 0.995 -0.258 -0.0950 0.6790 0.3049 -0.589
H 3.322 2.913 1.844 -0.0156 -0.4208 -0.1179 0.337
```
Positions in Å, forces in eV/Å.


Computed, not measured: a cluster of 3 separate species, C25H44ClN4O9 in total, with the ωB97M-V functional and the def2-TZVPD basis.

Properties
HOMO in Ha: -0.172
LUMO energy in eV: 2.4298
Total charge: -1
Orbital gap in eV: 7.122

```
83
Properties=species:S:1:pos:R:3:forces:R:3:mulliken_charge:R:1
O -2.834 0.456 1.000 0.4932 0.3898 0.5026 -0.485
C -1.742 0.807 1.345 -1.1801 -0.7658 -1.3556 0.252
Cl -1.503 1.098 3.096 0.2997 0.0661 -0.4352 -0.202
C -0.650 1.029 0.287 -0.2526 -0.3529 0.3975 -0.574
C 0.582 0.049 0.321 0.4133 1.5511 0.6399 2.140
C 1.001 -0.233 -1.132 -0.7710 0.5421 -0.0170 -2.332
C 0.162 -1.326 -1.815 0.7635 -1.7764 -0.7410 0.889
C 1.121 -2.095 -2.769 -0.5982 1.1346 -0.5225 -0.140
O 1.834 -1.464 -3.514 0.1606 -0.6654 0.2268 -0.566
N 1.151 -3.533 -2.754 -0.0784 0.9600 0.5136 -0.348
C 2.220 -4.084 -1.993 0.1440 -1.0045 -0.1344 0.510
C 2.255 -5.473 -1.832 -0.6650 -0.2829 -0.2785 -0.265
C 3.254 -6.094 -1.125 0.7462 -0.5433 0.4906 -0.469
C 4.287 -5.359 -0.552 0.0424 0.2347 0.0419 -0.449
C 4.250 -3.985 -0.689 0.3964 -0.0088 0.1273 -0.794
C 3.243 -3.364 -1.406 0.0875 1.0017 -0.1135 -0.096
N 1.716 0.789 0.902 0.6660 -1.4164 -0.9398 -0.641
O 1.357 1.417 2.081 -0.0468 0.7640 0.1793 -0.014
C 0.371 -1.218 1.211 0.3874 -1.8137 1.1723 0.059
O -0.653 -1.936 1.102 -0.6870 1.0892 -1.1391 -0.665
O 1.294 -1.491 2.002 0.4194 0.7326 -0.1030 -0.800
H -0.347 2.087 0.328 0.2885 -0.3902 0.1921 0.175
H -1.146 0.904 -0.685 -0.2539 -0.0713 0.4833 0.336
H 0.835 0.703 -1.699 0.1764 -0.2465 0.1311 0.203
H 2.083 -0.401 -1.199 -0.3322 -0.3565 0.2366 0.614
H -0.250 -2.089 -1.139 0.0586 0.6669 0.3486 -0.087
H -0.669 -0.949 -2.426 0.2367 0.0932 0.1558 0.246
H 0.261 -3.887 -2.417 0.1673 -0.0278 0.0985 0.360
H 1.470 -6.099 -2.262 0.1057 0.3023 0.0060 0.345
H 3.273 -7.176 -0.995 -0.2190 0.2229 -0.1863 0.336
H 5.112 -5.810 -0.005 -0.2958 -0.1297 -0.0860 0.360
H 5.025 -3.376 -0.226 -0.2074 -0.0763 -0.1433 0.334
H 3.294 -2.281 -1.498 -0.1593 -0.1960 -0.0039 0.224
H 2.101 1.449 0.231 -0.3377 0.4761 0.3746 0.271
H 1.730 0.887 2.801 -0.0212 -0.4182 -0.3958 0.261
C -5.206 -5.774 -4.055 -0.0569 0.1926 -0.0896 -0.711
O -6.065 -4.700 -3.724 0.1458 -0.3070 0.0632 -0.340
C -6.374 -4.627 -2.333 -0.3549 0.3974 0.0363 -0.787
C -5.750 -3.396 -1.704 0.3462 -0.1633 -0.1890 -0.187
N -4.300 -3.524 -1.623 -0.2338 0.1029 -0.0010 -0.256
C -3.612 -2.284 -1.253 0.1680 -0.1384 -0.2397 -0.595
C -3.703 -1.112 -2.236 0.2939 0.0764 0.3768 -0.494
O -3.032 -1.339 -3.476 -0.3858 0.0089 0.0703 -0.406
C -3.803 -2.016 -4.451 0.3854 0.0901 -0.0735 -0.606
H -5.144 -5.827 -5.142 -0.0377 0.0522 0.0088 0.239
H -4.198 -5.615 -3.660 0.0163 -0.1586 0.0571 0.293
H -5.601 -6.725 -3.683 0.0702 -0.0262 0.0341 0.341
H -6.080 -5.537 -1.803 0.1576 0.0137 -0.0706 0.411
H -7.463 -4.538 -2.260 -0.0023 -0.0352 0.0175 0.394
H -6.154 -3.263 -0.697 0.0151 0.0321 0.0032 0.348
H -6.043 -2.529 -2.311 -0.2330 0.0046 0.0603 0.183
H -3.950 -3.828 -2.522 0.0012 -0.0148 0.0142 0.082
H -2.556 -2.536 -1.133 -0.0034 0.1377 0.1571 0.269
H -3.967 -1.958 -0.272 0.0277 0.0436 -0.0221 0.449
H -3.189 -0.266 -1.773 0.0140 -0.0537 0.0283 0.185
H -4.734 -0.781 -2.406 -0.0294 -0.1235 -0.1548 0.437
H -4.868 -1.785 -4.368 -0.0184 -0.0879 0.0704 0.297
H -3.644 -3.096 -4.390 -0.2143 -0.0615 -0.0495 0.177
H -3.455 -1.692 -5.434 0.0128 0.0367 0.0237 0.309
C 5.047 7.530 4.065 -0.1571 -0.0321 0.1423 -0.721
O 3.655 7.779 4.121 0.3029 0.0088 -0.1683 -0.342
C 3.052 7.939 2.839 -0.5019 0.1312 0.1060 -0.802
C 2.118 6.783 2.533 0.3445 -0.2154 0.1276 -0.175
N 2.862 5.551 2.298 -0.2012 0.1902 -0.1135 -0.311
C 2.023 4.348 2.237 0.3336 0.0200 0.2332 -0.599
C 1.280 3.954 3.514 -0.2388 -0.1907 -0.2558 -0.078
O 2.132 3.541 4.575 -0.0864 0.3068 0.0478 -0.401
C 2.640 4.584 5.381 0.0836 -0.3650 0.0236 -0.587
H 5.432 7.563 5.083 -0.0648 0.0084 0.0086 0.238
H 5.257 6.540 3.648 0.1242 0.0523 -0.0972 0.312
H 5.560 8.295 3.474 0.0425 -0.0509 -0.0433 0.339
H 3.800 8.065 2.051 0.0805 -0.1376 0.0589 0.414
H 2.460 8.858 2.885 0.0218 0.0138 -0.0308 0.389
H 1.532 7.022 1.641 -0.0212 -0.0190 0.0070 0.357
H 1.429 6.680 3.381 -0.1225 0.1916 -0.0417 0.185
H 3.535 5.431 3.043 -0.0046 -0.0252 -0.0110 0.148
H 2.680 3.522 1.965 -0.1139 -0.0717 0.0369 0.256
H 1.302 4.456 1.420 -0.0417 0.0591 0.0502 0.341
H 0.669 3.087 3.275 0.0062 0.0326 -0.0093 -0.096
H 0.582 4.731 3.853 0.1863 0.1425 0.1089 0.354
H 1.941 5.421 5.462 0.0466 0.0550 -0.0813 0.281
H 3.606 4.934 5.004 -0.0214 0.2178 0.0618 0.167
H 2.809 4.179 6.381 -0.0286 -0.0258 -0.0155 0.311
```
Positions in Å, forces in eV/Å.


Computed, not measured: a structure of composition C25H44CoO2P2, with the ωB97M-V functional and the def2-TZVPD basis.

Properties
HOMO (spin up / spin down) in Ha: -0.370 / -0.379
Energy relative to the best compared isomer or geometry (same formula, charge and spin) in kcal/mol: 105.7
LUMO energy (spin up / spin down) in eV: -2.9207 / -4.5191
Total charge: +1
2S+1: 5
Orbital gap (spin up / spin down) in eV: 7.159 / 5.797

```
74
Properties=species:S:1:pos:R:3:forces:R:3:mulliken_charge:R:1
Co -0.363 0.023 0.988 -2.6044 -2.1877 1.9113 -1.513
C -1.055 -1.601 2.394 -1.5857 -0.0775 0.4983 0.107
C -1.437 -0.239 2.716 -0.7138 0.2167 -0.4507 1.198
C -2.854 -1.060 1.045 0.6097 -0.2012 -0.0770 0.881
C -1.948 -2.093 1.383 0.7153 0.8473 0.3164 1.059
C -2.532 0.097 1.829 0.4124 -0.4117 1.7608 -0.074
C -0.192 -2.462 3.250 0.3115 -0.1681 0.0135 -1.423
H 0.545 -1.884 3.821 -0.1710 -0.1862 -0.0873 0.347
H 0.336 -3.220 2.656 -0.1085 0.1437 0.1891 0.349
H -0.817 -2.997 3.985 0.1554 0.1364 -0.2636 0.350
C -1.941 -3.459 0.834 -0.0297 -0.5271 -0.6275 -1.355
H -0.957 -3.936 0.947 -0.2654 0.0620 0.0611 0.246
H -2.215 -3.443 -0.248 0.1243 -0.0517 0.6645 0.182
H -2.689 -4.074 1.359 0.2255 0.0639 -0.1040 0.375
C -3.964 -1.165 0.080 -0.1643 -0.0985 -0.6235 -1.357
H -4.825 -1.670 0.548 0.1723 0.1572 -0.1007 0.394
H -3.660 -1.786 -0.794 -0.1621 0.2367 0.4854 0.140
H -4.295 -0.181 -0.278 0.0060 -0.2075 0.1867 0.261
C -3.412 1.280 2.005 -0.1773 0.3183 -0.0518 -1.396
H -4.242 1.023 2.684 0.2035 0.0549 -0.2174 0.374
H -3.859 1.605 1.054 0.0655 -0.0665 0.2525 0.374
H -2.878 2.126 2.455 -0.1593 -0.2008 -0.0717 0.344
C -1.074 0.510 3.955 0.0463 0.2926 0.3734 -1.737
H -1.770 0.310 4.787 0.1878 0.0121 -0.2671 0.323
H -1.090 1.593 3.772 0.0528 -0.2011 0.1591 0.375
H -0.071 0.240 4.305 -0.1589 0.1209 0.0174 0.357
C 3.131 0.354 -1.609 1.2743 -0.5764 0.6353 -0.168
C 3.544 0.328 -0.322 1.7758 -0.1365 -2.0808 -0.393
C 4.213 1.520 0.307 0.3238 0.2632 0.3706 -1.186
C 3.560 2.901 0.011 0.9226 -0.2770 0.2482 -1.189
C 2.084 2.904 -0.206 -0.5535 1.1020 -1.2858 0.390
C 1.516 2.888 -1.437 1.1000 1.2985 0.9106 -0.627
C 2.257 2.535 -2.685 0.2747 -0.0686 -0.7206 -1.111
C 3.394 1.471 -2.567 -0.3522 0.6806 -0.5613 -1.310
H 5.270 1.558 -0.015 -0.3133 -0.0506 0.0822 0.417
H 4.085 3.358 -0.837 -0.3502 -0.0738 0.1613 0.314
H 4.266 1.389 1.394 0.0152 -0.0670 -0.1047 0.411
H 4.345 1.982 -2.368 -0.2251 -0.3088 0.2255 0.344
H 2.691 -0.543 -2.055 0.2261 0.1821 0.1363 0.434
H 3.750 -0.643 0.153 -0.4369 0.5195 -0.1547 1.088
H 3.519 1.029 -3.570 -0.0831 0.1343 0.3835 0.453
H 1.536 2.166 -3.429 0.0222 0.1085 0.2023 0.368
H 0.522 3.307 -1.622 0.1586 -0.6885 0.2594 0.797
H 2.680 3.452 -3.139 -0.1359 -0.2927 0.1359 0.437
H 3.776 3.562 0.868 -0.0874 -0.2323 -0.2978 0.460
H 1.487 3.101 0.681 0.0171 0.1386 -0.2362 0.369
P 1.306 -1.199 0.338 -2.6913 1.3855 -0.0168 0.567
C 1.723 -2.662 -0.607 1.0132 -0.6155 -0.1058 -1.148
C 2.042 -0.471 1.867 0.7201 -0.2238 0.0619 -0.899
P -1.195 1.384 -0.503 0.2834 -1.3385 0.4356 0.502
C 0.512 0.297 -0.678 1.0845 0.4443 -1.4347 0.889
C -1.011 2.950 0.425 -0.0213 0.3436 -0.4807 -1.578
C -2.048 1.430 -2.080 0.0518 0.4367 -0.5413 -0.989
H 0.910 -2.846 -1.343 0.1970 0.3901 0.5183 0.202
H 1.793 -3.510 0.109 -0.0401 0.4550 -0.5376 0.434
H 2.693 -2.527 -1.130 -0.5345 -0.2512 0.2667 0.527
H 2.528 0.506 1.724 -0.2225 -0.5202 -0.1257 -0.169
H 2.802 -1.187 2.216 -0.1800 0.2888 0.1920 0.488
H 1.281 -0.348 2.657 0.1963 -0.2894 -0.2961 0.153
H -1.524 2.075 -2.804 -0.2682 -0.1609 0.1363 0.425
H -3.062 1.821 -1.888 0.3717 -0.1270 -0.1431 0.423
H -2.106 0.401 -2.473 0.1331 0.2247 0.3228 0.103
H 0.435 -0.067 -1.704 -0.2845 -0.2735 0.1225 1.364
H 1.325 0.997 -0.589 -0.4410 -0.0655 -0.1951 -0.008
H -2.031 3.232 0.727 0.3267 -0.0257 -0.0759 0.427
H -0.569 3.754 -0.171 -0.1507 0.0027 0.3591 0.556
H -0.407 2.791 1.339 -0.4110 -0.0255 -0.4467 0.302
C -1.968 -2.855 -4.135 -0.0281 -0.1511 -0.5152 -1.223
C -1.976 -2.531 -2.667 -1.2276 -0.8903 0.9026 0.669
O -2.882 -3.093 -1.960 1.3680 0.9414 -1.0945 -0.857
O -1.085 -1.732 -2.252 0.0556 0.1968 0.4513 -0.510
H -2.743 -3.582 -4.389 0.1620 0.1526 0.0614 0.347
H -0.985 -3.247 -4.409 -0.0690 0.0429 -0.0651 0.267
H -2.127 -1.937 -4.709 0.0457 -0.0793 -0.0127 0.254
```
Positions in Å, forces in eV/Å.